No. 1
Density functional theory data (ωB97M-V/def2-TZVPD) for C39H42CrNO5P2S2 as an isolated structure.

## Properties
ΔE to the lowest compared entry with this formula, charge and spin: 1.90 kcal per mole
energy: -4465.9226 Ha
multiplicity: 4

Structure (XYZ):
```
92
Properties=species:S:1:pos:R:3:forces:R:3
C 0.0672 -3.6387 -4.2896 -0.012 0.029 0.005
C 0.7277 5.7871 0.3866 -0.008 0.022 -0.007
C 0.3774 -3.2753 0.4075 -0.014 0.017 -0.017
C -0.1989 1.3049 -4.4919 0.062 0.027 0.022
C -3.4485 -2.7144 1.7731 0.011 0.002 0.043
C -0.7886 4.0676 -0.3407 -0.013 0.020 -0.009
H 3.5646 -4.3628 1.2155 0.003 0.013 -0.014
O -4.8320 -5.3687 4.5499 -0.040 -0.027 0.056
H -3.2963 1.5311 -3.1563 0.013 0.018 0.028
H 0.5833 2.5756 -6.0276 0.012 0.006 0.000
S -2.9392 -0.9586 -1.8849 -0.066 -0.012 -0.072
H 1.3553 6.6394 0.1610 0.001 0.002 -0.003
C 2.0577 -2.4631 -3.6317 -0.002 -0.030 0.005
C -1.2821 1.0187 -3.6665 -0.016 0.084 -0.070
H -0.0423 -4.2798 0.3143 -0.012 0.009 -0.012
C 1.2848 -1.4761 -3.0374 -0.048 -0.003 0.047
C 3.1276 0.3194 0.4320 0.195 0.136 -0.170
C -3.9203 -3.6257 2.6722 -0.019 0.015 -0.018
C -0.1554 4.2169 1.9761 0.043 0.013 0.003
H -3.3953 3.4528 -4.7143 -0.010 -0.002 -0.004
P -1.8286 2.0876 1.3295 0.142 0.096 0.188
H -1.4509 3.9764 -6.1528 -0.005 0.005 -0.006
C 3.3753 2.8564 0.4087 -0.004 0.023 -0.035
H -4.0006 1.4299 0.5904 0.015 -0.034 -0.020
H -1.7900 -2.7194 -3.7176 -0.008 -0.006 0.003
C 2.6708 -2.0600 0.0798 0.193 -0.154 -0.164
C 2.3293 -0.8217 0.6153 -0.535 0.092 0.290
H -3.7892 -2.6944 0.7471 0.019 0.014 -0.015
H -0.1979 3.8489 2.9941 -0.015 -0.011 0.006
C 4.6878 -1.0390 -0.8165 -0.063 0.054 0.019
H 4.9285 1.0574 -0.4583 0.017 0.006 -0.011
H -0.1005 -2.6479 -0.3467 0.015 0.053 -0.008
H 0.0831 5.5197 -1.6448 0.003 0.015 0.000
C -0.1058 -1.5585 -3.0831 0.001 -0.130 -0.096
C -1.4045 3.1487 -5.4571 -0.014 -0.020 0.016
H 1.1991 5.7965 2.4814 0.015 -0.002 0.001
H 0.6991 0.7019 -4.4424 -0.006 0.003 0.013
C 2.8741 1.6507 2.5490 0.011 -0.011 0.044
H 4.4460 2.8703 0.6241 0.004 -0.012 0.019
H 2.0008 -5.1572 1.4523 -0.009 -0.008 -0.008
H 0.1133 -2.8974 1.3952 -0.003 -0.015 0.012
C -0.2614 2.3653 -5.3847 -0.025 -0.022 0.008
H 2.0619 -3.8980 -0.7075 0.022 -0.031 0.039
H 2.3805 -3.6632 2.3193 -0.006 0.004 0.003
H 5.6084 -1.1293 -1.3783 0.012 -0.002 0.003
C -3.2124 2.0538 0.1701 -0.027 0.109 -0.020
H 3.2435 2.8826 -0.6743 -0.001 -0.024 -0.007
C -3.4433 -3.6235 3.9950 -0.166 -0.226 0.137
S -0.0436 0.6961 -0.9707 -0.017 0.238 -0.069
H 2.9469 3.7713 0.8216 -0.010 -0.019 0.000
C -2.0033 -1.7828 3.5009 0.141 -0.029 0.213
C 1.4515 -3.5427 -4.2577 0.013 0.000 0.011
C 4.3020 0.1913 -0.2943 -0.008 -0.056 0.020
H -4.6618 -4.3585 2.3872 0.006 -0.002 0.006
H 2.5556 2.6073 2.9710 -0.012 0.014 -0.009
H -0.8065 -0.8998 5.0605 -0.008 0.013 -0.015
C -2.4356 1.7924 -3.7604 -0.019 -0.065 -0.012
C 2.6905 1.6439 1.0291 -0.002 -0.020 -0.009
H 4.1566 -3.0965 -1.0482 0.021 -0.015 0.008
N -3.9700 -4.6131 4.9498 0.174 0.161 -0.272
C 1.8926 -3.3597 0.2322 -0.013 0.040 0.010
H -1.8791 2.4134 3.7378 0.021 0.019 -0.010
O -0.4585 0.0260 3.3273 -0.014 -0.088 0.079
H -3.3387 1.6309 3.1354 0.006 -0.007 -0.011
C -0.7101 -2.6492 -3.7072 0.042 0.016 -0.027
H -3.5852 3.0652 0.0022 -0.041 -0.015 0.022
H -3.1305 3.3860 2.9273 -0.016 -0.012 0.002
H 1.7657 -0.6604 -2.5117 0.008 0.021 0.003
H -2.8971 1.6004 -0.7666 -0.031 0.009 -0.016
O -3.5025 -4.6179 6.0707 -0.040 -0.009 0.083
H -1.3265 3.5778 -1.1430 0.013 -0.015 0.007
Cr -0.4317 0.0895 1.2842 -0.152 -0.279 -0.374
C 2.4990 -4.1890 1.3685 -0.009 0.010 0.050
C -2.6164 2.4246 2.9370 -0.031 0.012 0.024
C 0.6431 5.3140 1.6884 -0.051 -0.013 -0.010
C -1.0394 -0.8460 3.9886 -0.047 0.028 -0.070
C 0.0126 5.1631 -0.6256 0.005 -0.017 0.013
C -2.5092 -2.7271 4.4141 0.039 0.103 -0.070
H 2.0587 -4.3162 -4.7107 0.002 0.000 -0.006
H -2.1655 -2.7452 5.4400 0.012 -0.001 -0.008
C -2.4941 2.8569 -4.6473 0.029 0.012 -0.018
H 3.9279 1.5061 2.7981 0.005 0.017 0.000
H 1.6183 1.7566 0.8150 0.043 0.041 0.047
C -2.4663 -1.7610 2.1548 -0.103 0.009 -0.167
O 1.2106 -0.6751 1.3665 0.324 -0.048 0.283
H 2.3008 0.8555 3.0246 0.021 -0.022 -0.010
H 3.1364 -2.3935 -3.5867 0.013 0.009 0.012
H -0.4084 -4.4865 -4.7653 -0.006 -0.002 -0.002
O -2.0596 -0.9149 1.2716 0.120 0.041 0.087
C 3.8744 -2.1384 -0.6241 -0.064 0.020 -0.052
P -1.1833 -0.2722 -2.3857 -0.049 -0.156 0.071
C -0.8839 3.5910 0.9657 0.020 -0.051 -0.041
```
Forces are in eV/Å.

Results of the Löwdin charge analysis, in e, for atoms 1 through 8:
1 C -0.077
2 C -0.085
3 C -0.053
4 C -0.079
5 C 0.036
6 C -0.099
7 H 0.076
8 O 0.078

No. 2
Density functional theory data (ωB97M-V/def2-TZVPD) for C28H39N10NaO4 as an isolated structure.

## Properties
ΔE to the lowest compared entry with this formula, charge and spin: 0.00 kcal per mole
net charge: -2
energy: -2101.2759 Ha

Structure (XYZ):
```
82
Properties=species:S:1:pos:R:3:forces:R:3
C -1.3013 2.9024 1.9176 0.066 -0.153 0.026
H -0.7719 -4.3851 3.0247 0.005 0.000 -0.002
H 3.9777 -3.0551 -1.8416 0.001 -0.008 -0.008
C 2.1666 -2.4612 -2.8248 0.004 -0.004 -0.018
O -0.4683 3.6759 2.3623 -0.019 0.021 0.047
H 3.0108 -0.3239 -0.0467 0.005 -0.013 0.003
H 2.5266 -2.7898 -3.8082 0.006 0.009 0.002
H -0.1830 -5.3980 -2.0029 0.011 -0.001 -0.003
C -1.5847 3.3264 -1.6772 0.007 -0.005 -0.027
O -1.4388 -3.8790 -1.2149 -0.012 0.004 0.012
C 2.2020 0.9370 1.5103 0.004 -0.008 0.003
C -2.5570 3.4317 1.3016 0.040 0.021 -0.070
H 1.7631 -4.1735 0.5069 0.001 -0.001 -0.006
N 1.5973 2.0226 -0.6120 0.003 -0.033 -0.099
H -0.5712 1.8432 -2.8668 0.000 -0.002 -0.002
C -1.2779 -2.5735 2.0013 0.002 0.021 0.020
C 1.6445 -5.3803 -1.1450 0.001 -0.001 0.010
H -4.5757 2.7516 -1.2609 -0.004 -0.006 0.003
N 2.1506 -2.1530 1.6787 -0.034 -0.007 0.001
H 2.4588 -1.4076 -2.7314 -0.002 0.001 0.009
C -4.6176 4.6800 1.5630 -0.002 -0.017 -0.027
H 0.6195 1.7455 -0.5402 0.000 0.080 0.143
O -2.3499 -1.8284 -1.1201 0.021 -0.017 -0.037
C -0.1445 3.8016 -3.6022 0.001 0.011 -0.006
Na -1.8471 0.1721 0.0103 0.018 -0.015 0.000
C 3.2401 -0.0517 0.9880 -0.013 0.001 0.003
H -5.2404 5.3475 2.1414 -0.001 0.005 -0.002
H 0.9238 -0.1621 -1.4708 0.004 -0.019 -0.017
H 1.5448 2.9582 1.3132 -0.013 0.002 -0.001
C 3.3371 -1.3096 1.8403 0.002 0.007 0.012
H 2.8284 -5.0912 -2.7120 0.004 0.001 0.001
C 2.1359 2.2436 0.7339 0.001 0.011 -0.001
C -4.2904 3.2263 -0.3327 0.005 0.021 0.001
C -0.8183 -3.3055 3.0852 0.012 0.001 0.011
H 1.3128 -1.5788 1.6922 -0.010 -0.007 -0.010
H 0.1288 5.8797 -4.1472 0.000 0.000 0.000
C -0.4171 -2.6154 4.2220 0.000 -0.003 -0.013
O -1.1011 1.4525 4.2783 0.014 -0.006 -0.010
N 1.1763 -4.8839 0.0851 -0.014 -0.001 -0.008
C 0.0137 -2.0278 -1.5048 0.038 -0.012 0.021
H 0.2087 -2.0730 -3.6386 -0.001 0.004 0.002
H -0.5325 -0.1962 -2.2241 -0.002 -0.029 0.001
C -1.1733 5.6106 -2.4433 -0.006 0.004 0.004
H 0.3752 -6.8696 -1.5873 0.011 0.001 0.002
H -1.6144 -3.0715 1.0984 -0.007 -0.002 -0.002
H 2.4147 1.1652 2.5609 -0.002 -0.010 0.005
C -0.5071 -1.2357 4.2356 -0.010 -0.004 -0.001
H 0.4943 3.4209 -4.3934 0.000 -0.002 0.001
H -2.4059 5.1212 -0.7735 0.000 0.004 -0.005
C -5.0931 4.0634 0.3730 -0.007 0.015 0.000
C -1.7844 4.7292 -1.5676 0.003 -0.002 0.003
H -1.3476 6.6743 -2.3093 -0.001 -0.001 0.001
H 0.2233 -4.5275 -0.0180 0.012 -0.003 0.016
H -2.9370 4.6699 2.9435 0.007 -0.001 -0.004
C -1.0960 0.9482 3.1440 0.094 -0.020 0.012
C 0.6477 -2.5940 -2.7796 -0.011 -0.023 0.010
C -0.9731 -0.5770 3.0989 0.002 -0.006 -0.019
H -0.2434 -0.6347 5.0941 0.001 0.002 -0.001
N 2.7170 -4.7112 -1.7829 -0.006 -0.016 -0.009
H 0.6009 -2.3709 -0.6474 -0.013 0.013 0.015
H -6.0966 4.2452 0.0078 -0.003 -0.003 0.002
H 4.2221 0.4350 0.9757 -0.004 0.010 -0.008
H 3.1488 2.6521 0.6266 0.000 -0.003 0.009
H -0.0445 -3.1508 5.0886 -0.004 -0.002 0.000
H 0.3758 -3.6436 -2.8797 0.002 -0.005 -0.006
C -1.3979 -2.6216 -1.2746 -0.004 0.002 -0.029
H 1.5721 2.8984 -1.1232 0.000 -0.011 -0.015
H 4.2138 -1.8944 1.5432 -0.004 -0.002 -0.010
C 2.9055 -3.2588 -1.7456 -0.010 0.008 0.021
C -3.3361 4.3093 2.0037 -0.012 0.075 0.024
N -1.3362 -1.2392 1.9985 -0.014 0.007 0.030
H 2.6253 -2.9013 -0.7536 -0.001 0.001 -0.016
N -1.2223 1.5198 1.9529 -0.137 0.082 0.026
H 3.4910 -1.0046 2.8865 0.013 0.000 -0.003
C -0.7427 2.9055 -2.7433 -0.016 -0.002 0.008
C -0.3450 5.1772 -3.4726 0.006 -0.009 -0.002
H 2.0502 -2.7912 2.4594 0.005 -0.006 0.000
N -3.0058 2.9377 0.0764 -0.020 -0.096 0.040
H 1.1984 0.5007 1.4934 -0.003 0.004 -0.007
N 0.6612 -5.9853 -1.9905 0.007 0.002 -0.002
N -0.0046 -0.5717 -1.4421 0.005 0.075 -0.007
N -2.1099 2.3764 -0.8650 -0.022 0.072 -0.043
```
Forces are in eV/Å.

Results of the Löwdin charge analysis, in e, for atoms 1 through 8:
1 C -0.442
2 H 0.098
3 H 0.101
4 C -0.188
5 O 0.052
6 H 0.096
7 H 0.100
8 H 0.034

No. 3
Density functional theory data (ωB97M-V/def2-TZVPD) for one molecule with the formula C7H7ClN2 at a distorted geometry.

## Properties
ΔE to the lowest compared entry with this formula, charge and spin: 61.50 kcal per mole
SMILES: N#CC1=CC=C[C@H](Cl)[C@@H]1N
energy: -840.5620 Ha

Structure (XYZ):
```
17
Properties=species:S:1:pos:R:3:forces:R:3
C 0.1036 -0.9449 0.0980 2.128 1.848 -1.702
N 0.2864 -2.4929 -2.8277 0.993 -3.331 -2.149
C -0.2564 -0.5366 -1.3860 -0.451 0.535 1.741
N 0.9914 -2.0363 0.3759 1.731 -1.419 -0.726
C 0.0195 -1.5433 -2.2928 -0.816 2.289 0.704
H -1.7042 2.3768 -0.6649 -0.588 0.153 0.482
Cl 1.9805 0.8799 -0.5336 1.136 0.019 0.653
H 0.8645 -2.8026 -0.2999 -0.308 0.299 0.507
H -1.2372 0.9766 -2.4900 -0.335 -0.210 -0.280
C -0.3050 1.5303 0.6514 0.960 -3.190 -1.119
C -1.0921 1.5294 -0.4100 -0.422 1.087 -0.875
H -0.8706 -1.2741 0.3473 -1.105 0.224 1.610
H 2.0458 -1.9313 0.3583 -1.869 0.865 -0.069
C 0.7306 0.4021 0.6497 -2.829 -0.921 -1.159
H -0.2944 2.0963 1.5126 -0.300 1.799 1.242
H 1.0668 0.1644 1.6111 1.224 0.089 1.297
C -0.9453 0.6014 -1.5256 0.852 -0.136 -0.157
```
Forces are in eV/Å.

Results of the Löwdin charge analysis, in e, for atoms 1 through 8:
1 C -0.352
2 N 0.186
3 C -0.259
4 N 0.027
5 C -0.216
6 H 0.105
7 Cl 0.696
8 H 0.070